110
Properties=species:S:1:pos:R:3:forces:R:3 method="wB97M-V/def2-TZVPD" total_energy_ev=-200981.90374 spin_multiplicity=1 e_lumo_ev=-5.5 molar_mass_g_mol=1146.12 e_homo_ev=-7.3 total_charge=+1
C 3.413748 4.784610 4.283237 0.414 0.162 -0.388
C 4.085698 4.917238 2.930105 -0.761 0.179 1.058
O 3.086926 4.494894 1.960864 0.763 0.479 -0.949
B 3.097417 3.238004 1.489056 0.322 -0.684 0.698
O 3.581116 2.210450 2.324328 -0.386 0.090 -0.860
Si 2.369379 2.947604 -0.365701 0.141 0.481 -0.557
C 3.556910 1.891768 -1.335880 -0.155 -0.274 -0.564
C 3.007891 1.406708 -2.703244 -0.705 -0.009 1.006
C 2.426471 -0.017420 -2.634600 0.226 0.325 -0.768
C 3.455135 -1.057424 -3.083426 0.077 0.426 0.330
C 4.623232 -1.248155 -2.109609 -0.351 -0.704 -0.113
C 4.217492 -1.654437 -0.684336 0.729 -0.029 -0.032
C 4.510448 -3.119471 -0.373674 -0.731 0.012 0.403
C 3.799717 -4.147286 -1.242252 0.413 -0.294 0.494
C 2.301730 -4.287164 -1.055608 0.355 -0.252 -1.020
O 1.886262 -4.367912 0.309757 -0.154 0.056 -0.125
C 1.294595 -3.228085 0.834133 0.622 -0.380 0.019
O 0.750146 2.418581 -0.333114 0.363 -0.262 0.096
Si 0.246389 1.732924 1.059017 -0.584 -0.363 -1.117
C -1.521044 1.108787 0.973127 0.187 0.205 0.297
C -2.238139 1.401895 2.319708 0.157 -0.446 -0.359
P -3.953583 1.886738 2.100054 -0.526 -0.289 -0.072
O -4.859678 0.772244 1.826524 -0.406 -0.488 -0.675
O -3.989352 2.826146 0.746932 0.273 0.514 1.098
C -3.323696 4.112633 0.960596 0.353 0.802 -1.131
C -3.133841 4.764492 -0.390610 -0.622 -0.151 -0.022
O -4.465824 2.810154 3.270443 1.658 -0.709 0.027
C -3.716415 2.776548 4.530876 -0.127 0.804 0.775
C -2.779100 3.956166 4.613195 -0.573 0.345 -0.188
H 3.532155 3.778630 4.675643 0.162 -0.027 0.348
H 3.745728 5.547505 4.972627 0.040 -0.165 0.397
H 2.348640 4.954931 4.129318 -0.131 0.413 0.245
H 5.014200 4.360134 2.875159 -0.099 -0.449 -0.284
H 4.340596 5.951739 2.737504 -0.305 0.193 -0.358
H 2.895035 2.041402 3.014880 0.821 -0.461 0.232
H 2.327244 4.260504 -1.042742 -0.154 -0.002 -0.074
H 4.400825 2.555280 -1.534762 0.157 0.153 0.244
H 3.942545 1.047473 -0.772878 0.096 -0.052 0.223
H 2.182120 2.066533 -2.965283 0.065 0.217 -0.407
H 3.772062 1.478257 -3.468441 0.071 -0.014 -0.203
H 1.584024 -0.060514 -3.322658 -0.140 -0.129 -0.077
H 2.011468 -0.192373 -1.643783 0.026 -0.149 0.188
H 3.863523 -0.674067 -4.017307 0.047 -0.127 -0.233
H 2.976760 -2.002591 -3.332278 -0.103 -0.195 0.194
H 5.281275 -0.385047 -2.113158 -0.068 0.279 0.069
H 5.227729 -2.070696 -2.492457 0.221 0.032 -0.169
H 3.174860 -1.436911 -0.466277 -0.226 0.086 -0.100
H 4.802315 -1.067943 0.023234 -0.070 0.154 0.163
H 5.576230 -3.325919 -0.368433 0.218 0.137 -0.202
H 4.184559 -3.301663 0.653474 0.109 -0.080 0.183
H 4.000837 -3.980299 -2.298767 -0.075 -0.010 -0.170
H 4.232444 -5.116549 -1.002842 0.141 -0.156 -0.083
H 1.787906 -3.515600 -1.631366 -0.393 0.259 0.440
H 2.022502 -5.230779 -1.511713 -0.199 -0.116 -0.061
H 0.512783 -3.636194 1.495084 -0.204 0.915 0.213
H 1.996355 -2.662432 1.447830 -0.113 0.183 0.192
H 0.834243 -2.571612 0.098271 -0.188 -0.041 -0.128
H 0.199697 2.714188 2.201228 -0.644 -0.096 -1.891
H 1.133108 0.608594 1.436456 0.114 0.176 0.298
H -1.485994 0.038991 0.793328 -0.133 -0.199 -0.080
H -2.035342 1.542160 0.120979 0.020 0.177 -0.118
H -1.677541 2.074420 2.959356 -0.082 0.294 0.062
H -2.274461 0.461401 2.862220 -0.232 -0.035 0.297
H -2.342514 3.975156 1.410317 -0.036 -0.362 0.289
H -3.931962 4.763951 1.578249 -0.087 -0.238 0.410
H -2.501132 5.640696 -0.314020 0.204 0.040 0.009
H -4.100140 5.120623 -0.747924 -0.104 0.079 -0.155
H -2.740256 4.058129 -1.115932 0.304 0.014 -0.067
H -3.252127 1.812902 4.722858 0.053 -0.184 -0.342
H -4.464256 2.913909 5.302793 -0.267 -0.147 0.009
H -2.326074 4.040691 5.595388 0.367 -0.189 0.053
H -3.383532 4.852217 4.490392 -0.042 0.167 -0.043
H -2.037865 3.986578 3.819037 0.325 -0.152 0.085
Li -0.444417 -4.770665 2.223132 -0.053 -0.485 -0.122
C -2.005174 -6.604025 -6.789788 -0.894 0.554 0.372
F -1.538371 -7.608116 -7.595310 0.214 -0.011 -0.035
F -2.223112 -5.548808 -7.605071 0.235 -0.215 -0.303
F -3.194883 -6.992186 -6.356015 0.070 -0.186 0.032
S -0.830581 -6.220228 -5.425761 0.449 -0.297 -0.066
O 0.359116 -5.799325 -6.103485 -0.018 0.221 -0.217
O -0.746431 -7.443683 -4.693571 -0.230 -0.185 0.121
N -1.683376 -5.076738 -4.761908 0.489 -0.335 0.070
S -1.039264 -4.428768 -3.465891 0.119 0.473 0.574
O 0.135893 -3.639698 -3.696167 0.066 0.081 -0.266
O -1.005689 -5.271643 -2.302794 -0.247 -0.156 0.035
C -2.365517 -3.201095 -3.136304 -0.511 0.170 -0.351
F -3.544066 -3.786441 -2.916585 0.086 -0.032 0.090
F -2.516734 -2.363975 -4.163091 0.152 0.003 0.072
F -2.048648 -2.482277 -2.051757 0.131 -0.079 0.054
Na -2.321603 -7.372019 -9.686009 0.056 0.102 0.064
N -6.085623 6.346476 2.173267 1.525 1.275 0.064
O -5.380073 6.162629 3.137083 -0.435 -0.256 -0.026
O -5.827440 7.108067 1.262676 -0.509 -0.255 -0.067
O -7.250433 5.695272 2.057345 0.094 -1.995 0.058
C -5.429069 -6.841005 -1.499814 0.073 -0.095 -0.017
Cl -6.151349 -7.806805 -2.787196 -0.012 0.021 0.000
Cl -5.834018 -7.509639 0.083776 -0.021 0.021 0.028
Cl -3.684569 -6.722509 -1.707316 0.002 -0.008 0.005
H -5.843763 -5.843935 -1.557030 -0.022 0.014 -0.004
Li -5.615497 2.575540 -0.234551 -0.006 -0.078 0.662
O 0.223272 6.989562 6.562734 -0.076 -0.070 -0.053
Cl 1.014643 5.942983 7.160059 0.251 0.211 -0.073
O 0.952143 6.022361 8.591356 -0.054 -0.112 -0.100
O 2.387979 6.064267 6.713260 -0.094 0.037 0.136
O 0.509404 4.649135 6.713432 -0.169 -0.284 -0.230
Cl -6.639343 3.770964 2.357274 -1.380 1.484 -0.611
Mg 1.095098 2.961786 3.615155 0.387 0.657 3.179
O 2.736191 -6.569121 -3.546736 -0.037 0.104 -0.033
H 2.439448 -5.811747 -4.065223 -0.028 -0.032 -0.033
H 2.315249 -7.321627 -3.975684 -0.039 0.000 0.033


79
Properties=species:S:1:pos:R:3:forces:R:3 method="wB97M-V/def2-TZVPD" de_lowest_kj_mol=0.00 total_energy_ev=-48967.65313 spin_multiplicity=1 e_lumo_ev=1.8 molar_mass_g_mol=480.50 e_homo_ev=-3.7 total_charge=-1
C -1.468918 -3.996032 7.368074 0.176 -0.099 -0.130
C -0.915043 -2.869523 6.490690 -0.053 0.044 0.108
N 0.499150 -3.025022 6.191556 -0.343 0.100 -0.260
B 0.962657 -2.540957 4.776872 0.820 -0.001 0.271
C 1.325317 -0.945562 4.736408 -0.099 -0.197 -0.368
C 0.125315 -0.074166 4.355532 0.098 0.028 -0.017
O -0.018819 -2.939962 3.739775 -0.269 -0.061 0.012
C 0.282208 -4.297877 3.547145 0.054 -0.254 0.342
C 1.807361 -4.283736 3.392290 -0.230 -0.140 -0.375
Si 2.298633 -3.752543 1.633652 0.185 0.047 0.002
C 2.327444 -1.898398 1.388963 -0.010 -0.017 0.086
C 4.018887 -4.414656 1.163331 -0.009 -0.030 -0.083
C 1.090714 -4.510482 0.389367 -0.069 -0.088 0.249
O 2.221188 -3.365316 4.374761 -0.194 0.279 0.031
H -1.119152 -3.900268 8.398650 -0.007 -0.041 0.038
H -2.562254 -4.020181 7.363962 -0.059 0.074 0.088
H -1.101659 -4.949217 6.980041 -0.036 -0.003 0.031
H -1.474108 -2.853364 5.552802 0.036 -0.033 -0.053
H -1.132006 -1.913405 6.994270 -0.081 0.061 -0.047
H 1.020484 -2.498622 6.877325 0.193 -0.115 0.142
H 2.099175 -0.801381 3.973913 0.049 0.056 0.095
H 1.764257 -0.619286 5.686909 0.010 0.028 0.034
H 0.404593 0.946387 4.076316 -0.002 0.044 0.052
H -0.614908 -0.008764 5.158265 -0.042 -0.077 0.009
H -0.354334 -0.521834 3.484434 -0.154 0.089 0.020
H 0.057607 -4.874012 4.458104 -0.117 0.001 -0.011
H -0.295463 -4.743580 2.732122 0.068 0.169 -0.208
H 2.211090 -5.296677 3.566971 0.059 0.025 0.129
H 2.267791 -1.629424 0.331146 0.035 -0.006 -0.045
H 1.499593 -1.430961 1.921536 -0.053 0.021 -0.038
H 3.256473 -1.495705 1.797295 -0.031 0.076 0.010
H 4.733534 -3.599324 1.031378 0.006 0.010 0.048
H 4.425840 -5.094212 1.913708 -0.018 -0.006 0.050
H 3.971863 -4.958628 0.215391 0.024 -0.017 0.006
H 1.479386 -4.498537 -0.629971 -0.017 0.053 -0.046
H 0.137352 -3.978212 0.427703 -0.003 0.009 -0.078
H 0.886431 -5.547395 0.671806 0.004 -0.045 -0.103
O 0.281798 1.928250 0.942624 0.092 0.082 0.039
C -0.653736 1.362885 0.453100 -0.104 -0.144 -0.187
O -1.186193 0.299990 1.088194 0.123 0.228 0.065
C -2.387507 -0.334682 0.661182 -0.062 -0.187 0.021
C -2.140526 -1.338016 -0.447606 0.071 0.010 -0.011
C -1.211053 1.776914 -0.893300 -0.119 0.053 0.105
H -3.143194 0.406903 0.391684 0.026 0.011 -0.023
H -2.742369 -0.849717 1.552575 0.013 -0.003 0.012
H -1.760977 -0.857814 -1.350649 -0.030 0.004 -0.007
H -3.065842 -1.859827 -0.697529 -0.006 -0.008 0.017
H -1.404078 -2.071876 -0.120767 -0.012 -0.005 0.017
H -0.583557 1.332460 -1.666747 0.006 -0.003 -0.016
H -1.148141 2.857091 -0.980952 0.085 0.003 0.001
H -2.242662 1.480554 -1.066763 0.028 -0.033 -0.023
O -2.483111 3.903929 -2.892408 -0.102 0.132 0.018
C -2.690628 3.131960 -3.788518 0.018 -0.005 -0.087
O -1.626074 2.628443 -4.440538 -0.017 -0.138 0.083
C -1.719585 1.614547 -5.448013 0.011 -0.013 -0.126
C -2.040285 2.199335 -6.806469 -0.005 0.077 0.018
C -4.086948 2.757669 -4.222798 0.020 -0.140 0.068
H -2.425928 0.840463 -5.144424 -0.017 0.022 -0.003
H -0.729861 1.161829 -5.458597 0.005 -0.004 0.015
H -3.019826 2.678453 -6.818508 -0.016 -0.035 0.001
H -2.034942 1.413292 -7.562183 0.009 -0.009 -0.002
H -1.292967 2.946695 -7.073275 0.012 -0.009 -0.002
H -4.455387 3.541580 -4.884163 -0.005 0.010 -0.015
H -4.716846 2.732955 -3.337707 0.000 0.073 0.010
H -4.159013 1.803799 -4.737621 0.011 0.031 -0.033
O 1.971624 5.004029 -7.164706 0.034 -0.020 -0.077
C 2.019564 4.992034 -5.963001 0.007 0.121 0.045
O 0.883793 4.789212 -5.278696 -0.048 -0.100 -0.013
C 0.844293 4.641783 -3.847588 0.011 0.016 0.170
C 0.817345 5.972941 -3.130780 0.050 0.084 -0.115
C 3.308158 5.256727 -5.217227 0.012 -0.160 0.032
H 1.664698 4.007928 -3.508337 0.024 0.018 -0.028
H -0.077553 4.102603 -3.664430 0.000 0.009 0.022
H 1.725995 6.552583 -3.302611 0.009 -0.029 0.030
H 0.711211 5.809546 -2.058488 -0.012 -0.016 0.008
H -0.031828 6.563023 -3.475483 -0.022 -0.011 0.024
H 3.452985 6.335717 -5.166346 -0.007 0.015 0.002
H 4.123000 4.830074 -5.795509 -0.001 0.050 -0.055
H 3.338479 4.854569 -4.209110 -0.013 0.042 0.007


86
Properties=species:S:1:pos:R:3:forces:R:3 method="wB97M-V/def2-TZVPD" total_energy_ev=-150691.00862 spin_multiplicity=1 e_lumo_ev=-1.7 molar_mass_g_mol=791.39 e_homo_ev=-7.9 smiles="CC[C@@H](I)[C@H](C#N)[C@](C#N)(CC(=O)Br)P(O)O.CN(C)P(=O)(N(C)C)N(C)C.CN(C)P(=O)(N(C)C)N(C)C"
C 0.912278 5.211844 0.112935 0.485 -0.518 1.293
C 0.252457 3.917605 -0.595685 0.958 -1.139 0.833
C -0.935412 4.110948 -1.658301 1.817 0.290 -1.520
I -2.140248 2.230191 -1.562833 0.475 1.287 -0.219
C -1.820770 5.462507 -1.663683 -0.877 -0.497 -1.780
C -0.953186 6.769366 -2.253307 5.915 6.611 -0.962
N -0.168030 7.784297 -2.552074 -7.525 -9.425 2.742
C -2.681255 5.850755 -0.344033 -0.476 -1.013 -0.696
C -2.563676 4.872066 0.950083 1.334 -5.854 6.229
N -2.461898 4.025458 1.944237 -0.955 8.096 -9.319
C -4.308377 5.904101 -0.736932 -0.933 0.714 1.245
C -5.132847 4.546751 -0.350627 -1.164 -5.686 -5.530
O -5.347959 3.554357 -1.256069 1.615 7.158 6.072
Br -5.995284 4.192636 1.465255 1.093 0.859 -1.872
P -2.353201 7.654065 0.318845 -1.004 1.864 3.143
O -2.918449 8.856054 -0.800650 3.543 -1.572 -0.425
O -0.720001 7.879442 0.830139 -1.346 -0.053 -3.152
H 0.251616 5.476329 1.063817 1.411 -0.107 -2.229
H 1.960446 4.865093 0.568934 -2.287 0.690 -1.052
H 1.156884 6.128890 -0.567393 -0.728 -1.765 1.184
H -0.139126 3.196627 0.271021 0.886 1.761 -1.832
H 1.135258 3.303319 -1.113900 -2.173 1.265 0.829
H -0.439927 4.038482 -2.744711 -1.273 0.257 2.400
H -2.632550 5.293814 -2.528620 1.954 0.399 1.860
H -4.812875 6.782998 -0.104828 1.164 -1.902 -1.171
H -4.499693 6.179783 -1.857724 0.553 -0.904 2.109
H -2.146583 9.164642 -1.390576 -1.654 -0.608 0.802
H -0.071093 8.012756 0.079386 -0.742 -0.347 0.980
O 1.717157 1.001070 -2.523742 2.383 2.153 -3.605
P 2.280020 -0.279455 -3.187573 -4.621 -4.396 6.991
N 0.715014 -0.867058 -3.491615 -2.477 0.382 -0.583
C 0.127938 -2.162981 -3.236283 0.416 -0.531 0.090
C 0.113535 -0.313189 -4.710367 0.377 0.475 0.331
N 2.937913 -0.825030 -1.672497 1.544 0.003 1.261
C 2.188221 -1.651147 -0.729281 -0.051 -0.469 -0.115
C 3.545263 0.258133 -0.868854 0.039 0.038 -0.278
N 2.927114 -1.751610 -3.950745 2.488 1.314 -3.886
C 3.182295 -3.061139 -3.360616 -0.249 0.021 0.990
C 4.165096 -1.354251 -4.649490 -0.074 -0.096 -0.433
H 0.416160 -2.905784 -3.989367 -0.028 -0.205 -0.085
H -0.968439 -2.106204 -3.239618 0.175 0.349 -0.200
H 0.363847 -2.552866 -2.246618 0.200 0.096 -0.126
H 0.543623 -0.776553 -5.599516 -0.017 -0.181 -0.355
H 0.283603 0.764464 -4.772992 0.079 -0.003 0.065
H -0.969331 -0.453261 -4.737689 0.073 -0.137 0.190
H 1.240764 -1.188080 -0.459927 -0.319 0.030 0.156
H 2.752611 -1.807470 0.200085 0.021 0.280 -0.289
H 2.002815 -2.661337 -1.097844 -0.078 0.178 -0.064
H 2.785531 0.828667 -0.328097 0.017 0.151 0.019
H 4.111985 0.946535 -1.500276 -0.119 -0.006 0.053
H 4.246150 -0.145789 -0.129813 -0.133 -0.248 -0.187
H 3.960548 -3.036148 -2.595005 0.054 0.059 0.163
H 3.513524 -3.763603 -4.134522 -0.005 0.505 -0.316
H 2.291214 -3.525776 -2.941863 0.022 0.290 0.066
H 4.958741 -1.118708 -3.935290 0.280 -0.042 0.002
H 3.983241 -0.463137 -5.263391 0.005 0.024 0.044
H 4.520594 -2.137199 -5.332231 -0.101 0.079 0.201
O 1.042632 -2.932669 2.094969 3.071 -3.590 -1.026
P 0.348894 -4.076582 2.874343 -6.202 6.672 2.167
N -1.060858 -3.923510 1.938326 -1.180 0.519 -2.223
C -2.448432 -3.827653 2.331668 -0.194 -0.230 0.608
C -0.986324 -4.633611 0.656099 0.600 0.279 0.170
N 0.316981 -3.121937 4.328154 0.829 0.672 1.774
C -0.786489 -2.227932 4.670608 -0.415 -0.284 0.108
C 1.554156 -2.341792 4.548902 0.080 -0.209 -0.133
N -0.448660 -5.391679 3.770349 2.527 -3.991 -0.727
C -1.340466 -5.314991 4.922320 -0.128 0.978 0.263
C 0.605478 -6.365426 4.115816 -0.114 -0.392 -0.197
H -2.876509 -4.803949 2.587718 -0.177 -0.110 0.055
H -3.059267 -3.407942 1.521730 0.386 -0.150 -0.139
H -2.612149 -3.141074 3.161672 0.188 -0.176 0.018
H -1.106659 -5.708223 0.800998 -0.155 -0.353 -0.085
H -0.021772 -4.462112 0.171942 0.065 0.025 0.089
H -1.746928 -4.293263 -0.050025 -0.075 0.101 0.214
H -0.980705 -1.511824 3.874287 -0.151 0.255 -0.206
H -0.566941 -1.654055 5.581189 0.308 -0.208 -0.213
H -1.709396 -2.758649 4.909942 0.106 0.001 -0.193
H 1.560416 -1.425354 3.952898 0.144 0.023 -0.060
H 2.440111 -2.927897 4.293306 -0.091 0.099 -0.054
H 1.655662 -2.054433 5.601375 -0.273 -0.194 -0.039
H -0.848884 -4.917220 5.812595 0.084 0.132 0.084
H -1.710642 -6.314899 5.177770 0.398 -0.133 -0.417
H -2.242926 -4.737028 4.730514 0.240 0.120 -0.111
H 1.274546 -5.962326 4.880860 0.133 -0.116 0.220
H 1.205843 -6.603205 3.228655 0.022 0.045 0.013
H 0.186039 -7.315038 4.473351 0.005 0.241 -0.023